C18H38N5O4RuS | ωB97M-V/def2-TZVPD

Each line ends with the Mulliken charge.
CARTESIAN COORDINATES (ANGSTROEM)
Ru 0.247 0.203 0.168  1.1850
S 0.840 -3.406 0.887  0.4446
O 0.010 0.175 -2.024  0.1075
O 0.224 -2.216 0.143  -0.4067
O -1.925 0.147 0.372  -0.0097
O 0.137 2.462 0.203  1.0592
N -2.432 -1.992 -0.082  0.1086
N -5.748 -2.516 0.467  -0.3410
N 0.187 0.041 2.397  -0.5539
N 2.417 -0.216 -0.224  -0.3963
N -4.998 1.904 0.939  -0.3810
C -0.866 3.098 1.033  -0.4356
C -5.101 -1.559 0.480  -0.2673
C 2.147 2.775 -1.147  -1.0976
C -1.698 4.098 0.261  -1.5161
C 2.968 0.999 1.884  0.6093
C -0.918 1.149 -2.573  -0.5778
C 2.503 0.475 3.239  -1.3425
C -4.632 0.830 0.734  -0.1142
C 1.988 -4.146 -0.267  -1.1128
C 1.356 -0.519 3.121  -0.2906
C -0.417 -4.678 0.831  -1.1279
C 1.123 3.419 -0.244  -0.6774
C -2.778 -0.752 0.254  0.3748
C -1.241 -0.875 -3.776  -0.8128
C -4.199 -0.480 0.487  0.6023
C -2.015 0.317 -3.201  -0.3671
C 3.380 -0.111 0.912  -0.9581
C -0.029 -1.020 -2.851  -0.2101
H 1.064 -0.845 4.122  0.4488
H -1.242 1.790 -1.759  -0.0824
H -0.053 0.943 2.802  0.2353
H -2.728 -0.005 -2.440  -0.0556
H 2.275 -5.124 0.119  0.5173
H 3.317 -0.019 3.772  0.3899
H 2.877 -3.520 -0.328  0.3171
H -1.446 -2.165 -0.267  -0.2177
H 2.470 -1.125 -0.669  0.1545
H -3.125 -2.713 -0.220  0.2923
H 1.511 -4.241 -1.242  0.3687
H 2.138 1.544 1.435  -0.5568
H -0.617 -0.563 2.532  0.2531
H -0.389 1.743 -3.322  0.4953
H -1.125 4.979 -0.023  0.4383
H -2.522 4.428 0.889  0.4525
H -0.347 3.591 1.860  0.4025
H 3.390 -1.081 1.410  0.5063
H -2.125 3.645 -0.633  0.2790
H -1.840 -1.783 -3.798  0.3528
H 2.660 0.467 -0.934  0.1835
H 0.008 -5.603 1.218  0.4941
H 2.722 3.552 -1.648  0.5159
H -0.093 -1.873 -2.180  -0.1048
H -0.748 -4.806 -0.200  0.3579
H -1.238 -4.367 1.474  0.3503
H 0.907 -1.075 -3.409  0.4206
H 1.663 -1.405 2.569  0.0414
H 4.389 0.067 0.542  0.3037
H 0.599 4.207 -0.782  0.4583
H -1.486 2.296 1.420  0.1343
H 2.849 2.170 -0.575  0.1543
H -2.556 0.868 -3.968  0.5614
H 2.200 1.325 3.856  0.4066
H 1.658 2.167 -1.911  0.0447
H 1.597 3.860 0.638  0.3483
H 3.774 1.720 2.022  0.5370
H -0.919 -0.658 -4.793  0.3066

Properties
HOMO (spin up / spin down): -14.589 / -14.576 eV
Net charge: +2
Kohn-Sham gap (spin up / spin down): 9.25 / 5.95 eV
Energy above the lowest of the compared OMol25 structures with the same formula, charge and spin: 1.1512 eV
2S+1: 2
<S²>: 0.77